1.
Below is C6H12O as an isolated structure, with properties calculated with ωB97M-V with the def2-TZVPD basis set.

orbital gap: 9.02 eV
energy above the lowest of the compared OMol25 structures with the same formula, charge and spin: 377.6 kJ/mol

Last column: Löwdin charge in e.
Geometry (Å):
O1 0.435 0.663 0.332  -0.17
C1 -0.045 -0.560 0.727  -0.17
C2 2.821 0.149 0.512  -0.08
C3 -1.449 -0.354 1.248  -0.15
C4 1.672 0.599 -0.372  -0.26
C5 -2.033 0.282 -1.207  -0.08
C6 -1.696 -0.753 -0.169  -0.26
H1 -1.951 -0.130 -2.218  0.08
H2 -2.133 -1.744 -0.299  0.13
H3 2.931 0.825 1.366  0.08
H4 -1.348 1.131 -1.118  0.08
H5 2.634 -0.860 0.889  0.07
H6 -0.426 -1.201 -0.316  0.13
H7 3.758 0.150 -0.055  0.08
H8 1.562 -0.065 -1.242  0.12
H9 1.836 1.616 -0.744  0.12
H10 -1.783 -1.045 2.019  0.10
H11 -1.675 0.686 1.484  0.12
H12 -3.053 0.659 -1.078  0.08

2.
Below is C6H12O as an isolated structure, with properties calculated with ωB97M-V with the def2-TZVPD basis set.

orbital gap: 8.57 eV
energy above the lowest of the compared OMol25 structures with the same formula, charge and spin: 617.1 kJ/mol

Last column: Löwdin charge in e.
Geometry (Å):
O1 -1.136 0.407 1.454  0.08
C1 -0.732 1.525 -1.483  -0.06
C2 -0.111 -1.918 1.786  -0.05
C3 -0.182 -0.529 1.597  -0.50
C4 1.303 0.012 -1.447  -0.06
C5 -0.071 0.306 -0.839  -0.39
C6 0.081 0.528 0.645  -0.19
H1 -0.876 1.365 -2.557  0.08
H2 -0.719 -0.568 -0.978  0.15
H3 -1.709 1.728 -1.032  0.08
H4 0.718 1.352 0.965  0.15
H5 1.216 -0.158 -2.525  0.08
H6 -0.921 -2.404 2.319  0.07
H7 -0.106 2.418 -1.359  0.09
H8 0.535 -0.952 2.697  0.11
H9 1.758 -0.878 -0.998  0.08
H10 1.988 0.855 -1.298  0.09
H11 0.504 -2.488 1.097  0.06
H12 0.577 0.120 2.928  0.13

LUMO in eV, matching the order above: 1.17, 0.93